14
Properties=species:S:1:pos:R:3:forces:R:3 method="wB97M-V/def2-TZVPD" molar_mass_g_mol=84.12 orbital_gap_ev=10.50 smiles="C1=CCOCC1" lumo_ha=0.040 relative_energy_kcal_mol=25.30
C 0.239 -1.311 -0.189 0.0181 0.0723 -0.1519
C -0.006 -0.638 -1.309 0.0294 -0.0730 0.1597
C -0.333 0.831 -1.246 0.0385 -0.0365 -0.2063
O -0.936 1.168 -0.015 -0.0532 0.0123 0.0096
C -0.103 0.855 1.080 0.1402 -0.0417 0.2202
C 0.276 -0.638 1.157 -0.0488 -0.0054 -0.0092
H 0.423 -2.384 -0.213 -0.0039 0.1678 -0.0278
H -0.012 -1.132 -2.278 0.0342 0.0712 0.1331
H -1.048 1.110 -2.026 0.0935 -0.0685 0.1136
H 0.580 1.435 -1.399 -0.1568 -0.0588 0.0122
H -0.666 1.149 1.970 0.1365 -0.0124 -0.0986
H 0.809 1.474 1.037 -0.1079 -0.0997 -0.0571
H 1.291 -0.722 1.566 -0.1411 -0.0162 0.0034
H -0.378 -1.178 1.852 0.0213 0.0886 -0.1011